Arrangement P

C2H9NOS | ωB97M-V/def2-TZVPD

```
14
C2H9NOS, DFT ωB97M-V/def2-TZVPD
N -0.3689 -1.1879 0.6890
C 0.1814 -0.1593 -0.2682
C -0.7572 -0.2973 -1.4073
S -1.1271 1.0449 -2.6821
H -0.3060 -2.0902 0.1754
H 0.2447 -1.3541 1.4806
H 1.2034 -0.2333 -0.4487
H 0.1319 0.7696 0.3202
H -0.4775 -1.2315 -1.9797
H -1.8424 -0.4209 -0.9613
H -1.2768 2.0889 -1.9671
O 1.6599 0.8202 2.0027
H 0.7701 1.2215 2.0746
H 1.9644 1.0294 2.9719
```

Calculated values
SMILES = NCCS.O
Gap between HOMO and LUMO = 9.4 eV
HOMO level = -8.865 eV
E_LUMO = 0.57 eV

natural (NBO) atomic charge list, values in e, 4 entries: -0.83 -0.24 -0.51 -0.06



Arrangement Q

C2H9NOS | ωB97M-V/def2-TZVPD

```
14
C2H9NOS, DFT ωB97M-V/def2-TZVPD
N 1.4097 0.9109 0.3687
C -0.0509 0.4269 0.3572
C -0.0191 -1.1033 0.2780
S -1.2332 -2.1240 -0.6956
H 1.9824 0.3509 -0.2307
H 1.5354 1.2173 1.3362
H -0.5317 1.0566 -0.4165
H -0.5465 0.9748 1.1718
H 0.8481 -1.3884 -0.3907
H 0.3817 -1.6491 1.1194
H -0.6324 -2.7459 -1.8797
O 0.6655 3.5004 0.3884
H 0.7990 2.9149 1.1477
H 1.1229 2.9327 -0.2269
```

Calculated values
SMILES = NCCS.O
Gap between HOMO and LUMO = 9.9 eV
HOMO level = -9.318 eV
E_LUMO = 0.59 eV

natural (NBO) atomic charge list, values in e, 4 entries: -0.90 -0.26 -0.54 -0.09



Ordering by calculated energy gives the sequence arrangement P, arrangement Q, with the first entry being the most stable.



Arrangement P

CH2BrClO | ωB97M-V/def2-TZVPD

```
6
CH2BrClO, DFT ωB97M-V/def2-TZVPD
O 0.9415 0.7029 0.2060
C -0.2331 0.1345 0.1610
Cl -0.1481 -1.9626 0.7367
Br -1.1548 0.1434 -1.4977
H 1.4723 0.5736 -0.5959
H -0.8777 0.4082 0.9900
```

Calculated values
SMILES = O[C@H](Cl)Br
Gap between HOMO and LUMO = 10.3 eV
HOMO level = -10.347 eV
E_LUMO = -0.08 eV

natural (NBO) atomic charge list, values in e, 4 entries: -0.64 0.18 -0.33 0.08



Arrangement Q

CH2BrClO | ωB97M-V/def2-TZVPD

```
6
CH2BrClO, DFT ωB97M-V/def2-TZVPD
O 0.6863 0.4193 -1.0046
C -0.1481 -0.2174 0.3194
Cl -0.1256 -1.9453 0.0107
Br -2.0241 0.4882 0.0849
H 1.1591 1.2751 -0.7008
H 0.4524 -0.0200 1.2905
```

Calculated values
SMILES = O[C@H](Cl)Br
Gap between HOMO and LUMO = 10.8 eV
HOMO level = -10.615 eV
E_LUMO = 0.16 eV

natural (NBO) atomic charge list, values in e, 4 entries: -0.74 -0.05 0.03 0.05



Ordering by calculated energy gives the sequence arrangement P, arrangement Q, with the first entry being the most stable.



Arrangement P

C4H14N | ωB97M-V/def2-TZVPD

```
19
C4H14N, DFT ωB97M-V/def2-TZVPD
C -0.3599 1.6398 2.1237
C -1.6009 0.9199 1.6610
H 0.4819 1.7286 1.4251
H -0.6231 2.6626 2.3820
H 0.1565 1.3407 3.0389
H -2.3390 1.4999 1.1216
H -1.5473 -0.1310 1.3574
H -2.1320 0.7006 2.6017
C 0.4274 -0.6491 -0.7679
C -0.3144 -0.2507 -2.0192
N 1.6901 -1.5117 -0.9829
H 0.7112 0.2276 -0.1949
H -0.2095 -1.1775 -0.0698
H -0.0099 -0.7919 -2.9202
H -0.2334 0.8024 -2.2779
H 1.9234 -1.6323 -1.9684
H 2.3823 -0.9461 -0.4977
H 1.5477 -2.4250 -0.5585
H -1.3723 -0.4683 -1.9081
```

Calculated values
Gap between HOMO and LUMO = 10.6 eV
HOMO level = -14.488 eV
Net charge = +1
E_LUMO = -3.86 eV

natural (NBO) atomic charge list, values in e, 4 entries: -0.63 -0.65 0.17 0.23



Arrangement Q

C4H14N | ωB97M-V/def2-TZVPD

```
19
C4H14N, DFT ωB97M-V/def2-TZVPD
C -2.2194 -0.0074 -0.0701
C -1.6358 0.1676 1.3661
N -1.2292 0.5877 -1.0483
H -2.2535 -1.0583 -0.3149
H -3.1038 0.6147 -0.0695
H -2.2235 0.8815 1.9407
H -0.6122 0.5364 1.3670
H -1.6453 0.7548 -1.9714
H -0.7185 1.4406 -0.8117
H -0.5297 -0.1100 -1.2571
H -1.7307 -0.7343 1.9552
C 2.3756 0.0120 -0.7452
C 2.1663 -0.8049 0.5173
H 2.3786 -0.5967 -1.6570
H 1.5312 0.6625 -0.9604
H 3.2709 0.6262 -0.7524
H 2.8175 -1.6642 0.6040
H 1.1424 -1.1977 0.5521
H 2.2189 -0.1102 1.3556
```

Calculated values
Gap between HOMO and LUMO = 11.7 eV
HOMO level = -15.447 eV
Net charge = +1
E_LUMO = -3.72 eV

natural (NBO) atomic charge list, values in e, 4 entries: -0.22 -0.64 -0.67 0.24



Ordering by calculated energy gives the sequence arrangement Q, arrangement P, with the first entry being the most stable.



Arrangement P

C4H14N | ωB97M-V/def2-TZVPD

```
19
C4H14N, DFT ωB97M-V/def2-TZVPD
C 1.3265 -0.5445 2.0465
C 2.5454 -0.0088 1.2583
H 1.4320 -0.5637 3.0821
H 0.5360 0.2247 1.7918
H 1.1303 -1.5594 1.7643
H 2.7632 1.0563 1.5532
H 2.3376 -0.0103 0.1748
H 3.3882 -0.6579 1.5480
C -1.3945 -1.0497 -1.7189
N -1.8567 0.4627 -1.5614
C -1.0933 1.2656 -0.5090
H -2.0853 -1.6970 -2.2159
H -1.2818 -1.3718 -0.6567
H -0.3924 -1.0540 -2.1327
H -1.8779 0.8324 -2.5111
H -2.7701 0.4257 -1.1086
H -0.0791 1.3531 -0.6822
H -1.4946 2.2993 -0.3965
H -1.1335 0.5973 0.2738
```

Calculated values
Gap between HOMO and LUMO = 11.0 eV
HOMO level = -14.600 eV
Net charge = +1
E_LUMO = -3.64 eV

natural (NBO) atomic charge list, values in e, 4 entries: -0.60 -0.60 0.22 0.16



Arrangement Q

C4H14N | ωB97M-V/def2-TZVPD

```
19
C4H14N, DFT ωB97M-V/def2-TZVPD
C 2.1564 0.5672 0.0061
C 1.5349 1.9421 0.3713
N 0.9861 -0.3946 0.3955
H 2.2687 0.4676 -1.0712
H 2.9919 0.5975 0.7001
H 1.3817 2.5886 -0.4879
H 2.1325 2.4400 1.2641
H 0.0889 -0.2819 -0.1292
H 1.5666 -1.2967 0.3783
H 0.5947 -0.1337 1.4184
H 0.5509 1.9040 0.8745
C -2.2775 -1.2409 0.2109
C -1.7418 -0.9251 -1.1684
H -1.8486 -0.5910 0.9291
H -3.3309 -0.7147 0.3145
H -2.2913 -2.2906 0.4551
H -0.8073 -1.5669 -1.0734
H -1.5516 0.1180 -1.4083
H -2.4044 -1.1888 -1.9797
```

Calculated values
Gap between HOMO and LUMO = 11.5 eV
HOMO level = -15.093 eV
Net charge = +1
E_LUMO = -3.63 eV

natural (NBO) atomic charge list, values in e, 4 entries: -0.24 -0.65 -0.75 0.25



Ordering by calculated energy gives the sequence arrangement P, arrangement Q, with the first entry being the most stable.



Arrangement P

C30H42Cl4KN3O6SSeSi2 | ωB97M-V/def2-TZVPD

```
90
C30H42Cl4KN3O6SSeSi2, DFT ωB97M-V/def2-TZVPD
K -0.2052 -2.9699 0.0901
O 1.0420 -3.6080 -3.6934
Cl -0.1156 -3.8520 -2.8830
O -1.1509 -4.4766 -3.6452
O 0.2367 -4.6730 -1.7437
O -0.5985 -2.5758 -2.3515
C -1.3522 0.4936 2.0591
Si -2.1281 1.9037 1.0440
C -3.1502 1.0979 -0.3103
N -2.4704 0.0227 -1.0092
C -1.4923 0.5208 -1.9920
C -1.9275 0.3016 -3.4414
C -3.4107 0.6198 -3.5991
C -4.2603 -0.3135 -2.7148
C -3.4108 -0.9318 -1.5996
C -0.8303 3.1331 0.4357
C 0.3516 2.7725 -0.2210
C 1.2343 3.7299 -0.6950
C 0.9556 5.0806 -0.5310
C -0.2102 5.4639 0.1128
C -1.0865 4.4975 0.5904
C -3.2770 2.8339 2.2068
C -4.6527 2.9014 1.9918
C -5.4886 3.5602 2.8845
C -4.9597 4.1658 4.0130
C -3.5917 4.1131 4.2452
C -2.7655 3.4540 3.3490
H -1.9196 -0.4155 1.8384
H -1.4226 0.7610 3.1151
H -3.5867 1.8617 -0.9812
H -3.9804 0.6599 0.2561
H -0.5114 0.0615 -1.8246
H -1.3705 1.5987 -1.8313
H -1.7328 -0.7306 -3.7308
H -1.3133 0.9280 -4.0944
H -3.7119 0.5408 -4.6467
H -3.5822 1.6641 -3.3129
H -4.6983 -1.1199 -3.3083
H -5.1057 0.2358 -2.2904
H -2.8278 -1.7683 -1.9904
H -4.0364 -1.3375 -0.8025
H 0.6056 1.7309 -0.3742
H 2.1432 3.4180 -1.1935
H 1.6461 5.8269 -0.9038
H -0.4366 6.5140 0.2505
H -1.9857 4.8206 1.1032
H -5.0902 2.4194 1.1273
H -6.5557 3.5825 2.7025
H -5.6118 4.6699 4.7159
H -3.1714 4.5795 5.1276
H -1.6991 3.4241 3.5469
C 6.0289 0.8785 0.6508
C 4.9407 -0.0024 1.2495
C 3.6791 -0.0696 0.3970
S 3.8170 -1.3527 -0.8607
O 5.0558 -1.0829 -1.6630
C 2.4138 -0.8259 -1.8489
C 2.6888 0.4062 -2.7191
C 2.6067 0.0787 -4.2031
H 6.9022 0.9195 1.3051
H 5.6674 1.9013 0.5168
H 6.3350 0.5010 -0.3238
H 4.6544 0.3582 2.2405
H 5.3138 -1.0165 1.4158
H 3.4574 0.8931 -0.0786
H 2.8263 -0.3908 0.9992
H 1.5777 -0.6427 -1.1699
H 2.1448 -1.6931 -2.4557
H 3.6779 0.8084 -2.4858
H 1.9573 1.1809 -2.4734
H 3.3438 -0.6819 -4.4618
H 2.7929 0.9614 -4.8189
H 1.6232 -0.3184 -4.4593
Se 2.1214 -2.8583 2.5303
C 3.1389 -4.4434 2.6180
C 4.5109 -4.4703 2.3334
C 5.2230 -5.6511 2.4243
N 4.7025 -6.8279 2.7793
C 3.3959 -6.8052 3.0521
C 2.5961 -5.6795 2.9927
H 5.0166 -3.5612 2.0330
H 6.2851 -5.6441 2.1941
H 2.9502 -7.7533 3.3414
H 1.5449 -5.7547 3.2398
O 0.2923 -0.5707 0.9423
N 0.0529 0.2855 1.7742
Cl -4.7052 -4.0308 0.3917
Si -3.3734 -3.0079 1.8047
Cl -4.6015 -1.1761 2.0960
Cl -3.9856 -4.0520 3.6091
```

Calculated values
Gap between HOMO and LUMO = 5.8 eV
HOMO level = -2.193 eV
Net charge = -2
E_LUMO = 3.59 eV

Mulliken atomic charge list, values in e, 4 entries: 0.82 -0.72 1.81 -0.70



Arrangement Q

C30H42Cl4KN3O6SSeSi2 | ωB97M-V/def2-TZVPD

```
90
C30H42Cl4KN3O6SSeSi2, DFT ωB97M-V/def2-TZVPD
K -1.7632 1.5980 -0.6913
O -1.2148 5.1885 1.4286
Cl -1.4404 3.8382 1.0144
O -1.5882 2.9518 2.1465
O -2.6361 3.7521 0.1839
O -0.2983 3.3619 0.2129
C 2.0858 0.9208 1.0715
Si 2.3281 -0.8260 1.6315
C 0.8096 -1.2936 2.6391
N -0.3447 -1.1518 1.7492
C -1.4943 -0.5132 2.3822
C -2.0962 -1.3543 3.5110
C -2.0075 -2.8443 3.1576
C -2.0019 -3.0222 1.6442
C -0.7532 -2.3685 1.0346
C 3.8783 -0.8837 2.7172
C 3.7901 -0.5069 4.0591
C 4.9055 -0.4815 4.8834
C 6.1478 -0.8288 4.3754
C 6.2629 -1.2015 3.0455
C 5.1393 -1.2291 2.2321
C 2.5984 -1.9764 0.1828
C 3.1875 -3.2333 0.3665
C 3.2847 -4.1393 -0.6775
C 2.7839 -3.8061 -1.9287
C 2.1897 -2.5706 -2.1310
C 2.1032 -1.6622 -1.0816
H 2.9065 1.5721 0.7962
H 1.1167 1.3980 1.0574
H 0.7052 -0.5644 3.4465
H 0.8824 -2.2772 3.1271
H -2.2368 -0.3751 1.5919
H -1.2061 0.4829 2.7262
H -3.1368 -1.0558 3.6497
H -1.5832 -1.1588 4.4577
H -2.8319 -3.3961 3.6160
H -1.0840 -3.2678 3.5676
H -2.9010 -2.5807 1.2074
H -2.0144 -4.0824 1.3733
H -0.9283 -2.1184 -0.0177
H 0.0858 -3.0700 1.0654
H 2.8314 -0.2230 4.4747
H 4.8034 -0.1856 5.9198
H 7.0224 -0.8070 5.0137
H 7.2302 -1.4713 2.6402
H 5.2477 -1.5285 1.1972
H 3.5681 -3.5159 1.3424
H 3.7381 -5.1107 -0.5137
H 2.8410 -4.5185 -2.7427
H 1.7468 -2.3025 -3.0807
H 1.5724 -0.7305 -1.2499
C -0.7114 3.7073 -6.5249
C -1.1111 2.4485 -5.7730
C -0.0741 1.9722 -4.7641
S -0.1452 2.8999 -3.2286
O 0.2326 4.3187 -3.5392
C 1.2752 2.1067 -2.4228
C 2.6067 2.7148 -2.8577
C 2.9767 3.9492 -2.0521
H -1.5061 4.0117 -7.2078
H 0.1883 3.5332 -7.1201
H -0.4995 4.5280 -5.8431
H -1.2759 1.6284 -6.4793
H -2.0694 2.5901 -5.2647
H 0.9409 2.0620 -5.1637
H -0.2442 0.9330 -4.4758
H 1.1791 1.0444 -2.6499
H 1.1353 2.2332 -1.3527
H 2.5837 2.9597 -3.9226
H 3.3753 1.9444 -2.7329
H 2.2597 4.7483 -2.2238
H 3.9742 4.3055 -2.3188
H 2.9740 3.7282 -0.9838
Se -4.6629 -0.5904 -0.2517
C -5.5679 -0.3941 1.3888
C -5.1151 0.4346 2.4280
C -5.8113 0.5315 3.6150
N -6.9446 -0.1207 3.8937
C -7.3876 -0.9020 2.9048
C -6.7660 -1.0646 1.6848
H -4.2134 1.0229 2.2894
H -5.4284 1.1821 4.3960
H -8.3114 -1.4417 3.0994
H -7.2034 -1.7245 0.9440
O -0.8632 -0.2647 -1.8262
N -0.8333 -0.9489 -2.9475
Cl -1.8333 -1.3736 -5.7986
Si -2.3263 -1.1520 -3.7720
Cl -3.3957 -2.8535 -3.3121
Cl -3.6327 0.4614 -3.6592
```

Calculated values
Gap between HOMO and LUMO (alpha / beta) = 5.5 / 5.4 eV
HOMO level (alpha / beta) = -1.782 / -1.783 eV
Net charge = -2
E_LUMO (alpha / beta) = 3.76 / 3.65 eV

Mulliken atomic charge list, values in e, 4 entries: 0.71 -0.72 1.66 -0.60



Ordering by calculated energy gives the sequence arrangement P, arrangement Q, with the first entry being the most stable.



Arrangement P

C18H20N4O7RuS2 | ωB97M-V/def2-TZVPD

```
52
C18H20N4O7RuS2, DFT ωB97M-V/def2-TZVPD
Ru 0.0473 -0.1842 0.4683
O 2.6478 1.0693 3.3006
C 1.5540 0.4119 3.0741
O 1.4793 -0.6451 2.4524
C 0.2772 1.0818 3.5325
O -0.3741 1.4541 2.3227
C -1.7200 1.8597 2.4225
C -2.2848 1.8320 1.0137
O -3.0107 2.7788 0.6611
O -1.9737 0.7998 0.3092
H 3.3775 0.6995 2.6176
H 0.4960 1.9560 4.1420
H -0.3331 0.3758 4.0894
H -1.7995 2.8573 2.8377
H -2.2832 1.1510 3.0351
S -1.2385 -1.5576 2.2043
C -1.9070 -2.9650 1.4230
C -2.5658 -3.9433 2.1778
C -3.1564 -5.0411 1.5653
C -3.0803 -5.1742 0.1844
C -2.3959 -4.2181 -0.5553
C -1.7934 -3.1219 0.0659
S -0.8650 -1.9952 -0.8915
H -2.6135 -3.8180 3.2567
H -3.6723 -5.7876 2.1618
H -3.5488 -6.0162 -0.3121
H -2.3124 -4.3092 -1.6383
C -2.2448 1.8520 -2.5938
N -1.2796 2.8208 -2.0264
C -1.8083 4.1656 -1.7457
C -0.3531 2.3530 -1.1923
N 0.4905 1.9705 -0.4901
H -2.5319 2.1990 -3.5877
H -3.1168 1.7742 -1.9513
H -1.7822 0.8730 -2.6630
H -2.1564 4.5992 -2.6809
H -1.0187 4.7893 -1.3364
H -2.6302 4.1105 -1.0332
C 3.0127 -0.3394 -3.6670
N 3.4321 -0.1600 -2.2772
C 4.7375 0.0177 -1.9192
C 5.0903 0.1768 -0.6389
C 4.0512 0.1965 0.3778
O 4.3988 0.4242 1.5685
N 2.7664 0.0046 0.0008
C 2.4457 -0.1849 -1.2881
O 1.2657 -0.3847 -1.6578
H 3.8944 -0.3262 -4.3059
H 2.3306 0.4550 -3.9641
H 2.4838 -1.2821 -3.7811
H 5.4536 0.0280 -2.7292
H 6.1181 0.3170 -0.3387
```

Calculated values
Spin multiplicity = 2
Gap between HOMO and LUMO (alpha / beta) = 6.3 / 6.6 eV
HOMO level (alpha / beta) = -3.935 / -3.952 eV
Net charge = -1
E_LUMO (alpha / beta) = 2.38 / 2.70 eV
Expectation value of S² = 1.00

natural (NBO) atomic charge list, values in e, 4 entries: 1.01 -0.69 0.78 -0.63



Arrangement Q

C18H20N4O7RuS2 | ωB97M-V/def2-TZVPD

```
52
C18H20N4O7RuS2, DFT ωB97M-V/def2-TZVPD
Ru 0.6428 0.3871 0.1293
O -0.1991 -1.0718 5.1354
C -0.1708 -0.0509 4.2498
O 0.8301 0.5607 4.0062
C -1.5520 0.2393 3.6727
O -1.7413 -0.2163 2.3596
C -1.6959 -1.6287 2.2251
C -0.3222 -2.2615 1.9627
O -0.2009 -3.4350 2.3273
O 0.5396 -1.6029 1.2977
H 0.7241 -1.2414 5.3772
H -2.3006 -0.2014 4.3421
H -1.6658 1.3227 3.6424
H -2.1356 -2.1084 3.1055
H -2.3067 -1.8692 1.3539
S 1.7469 2.3346 0.4954
C 2.0657 3.0365 -1.0819
C 2.7636 4.2387 -1.1944
C 2.9754 4.8227 -2.4333
C 2.4867 4.2056 -3.5811
C 1.7940 3.0097 -3.4787
C 1.5800 2.4146 -2.2352
S 0.7075 0.9018 -2.0987
H 3.1375 4.7141 -0.2948
H 3.5201 5.7568 -2.5038
H 2.6420 4.6580 -4.5534
H 1.4055 2.5236 -4.3666
C 3.0678 -3.8133 0.6464
N 2.6880 -3.0009 -0.5150
C 1.7968 -3.6385 -1.4959
C 2.5212 -1.7196 -0.3447
N 2.5093 -0.5538 -0.2974
H 3.4989 -4.7411 0.2684
H 2.2001 -4.0198 1.2754
H 3.8247 -3.2788 1.2174
H 2.2589 -4.5726 -1.8140
H 1.6839 -2.9770 -2.3524
H 0.8123 -3.8158 -1.0607
C -3.6518 2.3903 -0.6322
N -3.1520 1.0427 -0.8258
C -3.8766 0.0484 -1.4296
C -3.3758 -1.1821 -1.6070
C -2.0032 -1.4901 -1.1769
O -1.5065 -2.6001 -1.3304
N -1.3317 -0.4452 -0.5997
C -1.8816 0.7471 -0.3960
O -1.1932 1.6099 0.2004
H -4.6116 2.4803 -1.1378
H -2.9474 3.1090 -1.0483
H -3.7750 2.6093 0.4287
H -4.8719 0.3306 -1.7485
H -3.9540 -1.9578 -2.0849
```

Calculated values
Spin multiplicity = 2
Gap between HOMO and LUMO (alpha / beta) = 6.6 / 6.8 eV
HOMO level (alpha / beta) = -3.802 / -4.008 eV
Net charge = -1
E_LUMO (alpha / beta) = 2.77 / 2.77 eV
Expectation value of S² = 0.76

natural (NBO) atomic charge list, values in e, 4 entries: 0.74 -0.69 0.76 -0.57



Ordering by calculated energy gives the sequence arrangement Q, arrangement P, with the first entry being the most stable.